# 1
39
Properties=species:S:1:pos:R:3 method="wB97M-V/def2-TZVPD" e_tot_ev=-78119.114 max_force_ev_per_a=0.5 charge=+2 relative_energy_kj_mol=0.0
Re -0.50 0.91 0.43
O 2.89 -0.70 1.79
C 1.81 -0.19 1.66
O 1.30 0.16 0.48
C 0.85 0.04 2.79
C 1.24 -0.11 4.12
C 0.26 0.02 5.08
C -1.08 0.22 4.71
C -2.11 0.27 5.67
C -3.41 0.42 5.28
C -3.72 0.55 3.91
C -2.75 0.53 2.95
C -1.40 0.36 3.33
N -0.40 0.30 2.40
H 2.27 -0.31 4.35
H 0.51 -0.05 6.13
H -1.86 0.17 6.72
H -4.21 0.45 6.01
H -4.75 0.67 3.61
H -3.00 0.65 1.91
S -2.75 3.40 -2.95
Sb -3.05 3.24 -0.82
S -1.86 -0.12 -0.74
S -0.60 3.04 0.15
S -4.25 3.51 0.95
F 5.47 -3.83 1.55
C 4.30 -3.65 1.02
C 3.18 -4.11 1.74
C 1.95 -3.88 1.21
C 1.82 -3.20 -0.05
C 0.59 -2.91 -0.55
C 3.00 -2.79 -0.76
C 4.24 -3.01 -0.23
H 3.34 -4.61 2.68
H 1.06 -4.21 1.73
H -0.32 -3.18 -0.03
H 0.49 -2.41 -1.51
H 2.89 -2.30 -1.72
H 5.15 -2.71 -0.72



# 2
39
Properties=species:S:1:pos:R:3 method="wB97M-V/def2-TZVPD" e_tot_ev=-37974.496 max_force_ev_per_a=4.0 charge=-1 relative_energy_kj_mol=98.3
Ir -0.17 -0.48 -0.09
C 3.40 -1.61 -2.33
O 3.31 -0.65 -3.35
C 2.62 0.52 -3.14
C 2.88 1.51 -4.08
C 2.25 2.74 -4.01
C 1.35 3.00 -3.01
C 1.03 2.02 -2.04
C 0.05 2.32 -1.08
N -0.47 1.46 -0.18
N -1.46 1.91 0.57
C -1.99 1.01 1.39
O -1.48 -0.20 1.45
C -3.10 1.39 2.22
C -3.60 0.51 3.20
C -4.65 0.90 4.00
C -5.23 2.15 3.85
C -4.75 3.02 2.87
C -3.70 2.65 2.07
C 1.69 0.73 -2.10
O 1.47 -0.19 -1.20
H 4.11 -2.36 -2.69
H 2.44 -2.09 -2.13
H 3.77 -1.18 -1.40
H 3.60 1.29 -4.86
H 2.46 3.49 -4.77
H 0.86 3.96 -2.95
H -0.41 3.30 -1.10
H -3.15 -0.46 3.30
H -5.03 0.22 4.75
H -6.06 2.45 4.48
H -5.21 3.99 2.74
H -3.31 3.31 1.31
O -3.41 -3.26 -0.28
C -2.43 -2.63 -0.54
O -2.06 -1.64 -1.14
C -0.91 -3.45 0.14
O -1.10 -4.60 0.36
O 0.00 -2.64 0.19



Q: Among the records above, which one has the lowest charge?
A: C17H12IrN2O7